[1]
Formula: C4H10N2O
Source: OMol25
Level of theory: the ωB97M-V functional and the def2-TZVPD basis

Output
Kohn-Sham gap: 8.4 eV
LUMO energy: 0.7 eV
E_HOMO: -7.746 eV

XYZ file:
```
17
Properties=species:S:1:pos:R:3:forces:R:3:mulliken_charge:R:1
C -1.105090 -0.466136 -0.110860 0.802 -0.379 0.720 0.62
C -0.491650 0.551639 -0.897884 0.886 -0.016 -0.064 -1.08
C -1.897087 -0.127189 1.106559 0.015 -0.063 0.126 -1.30
C 1.216332 0.335111 -0.353381 -0.824 0.828 -0.780 0.81
N 1.953487 -0.163784 -1.434080 -0.153 -0.108 -0.025 -0.54
O 0.596150 -1.072540 0.520740 -0.483 0.313 -0.226 -0.66
N 1.725533 1.285724 0.346681 0.437 -0.861 0.617 -0.83
H 0.916447 -0.991184 1.435469 -0.285 -0.041 -0.017 0.30
H -1.328255 -1.418273 -0.576842 0.006 0.012 0.046 0.31
H 1.690534 -1.105038 -1.689345 -0.039 0.097 -0.046 0.23
H 2.947502 -0.094480 -1.255933 -0.087 0.011 0.110 0.29
H 1.340021 1.374766 1.281167 -0.339 0.334 -0.322 0.22
H -0.715993 1.577294 -0.624242 -0.031 -0.070 0.021 0.33
H -0.495810 0.392561 -1.970490 -0.003 -0.019 0.012 0.30
H -2.895373 0.203492 0.795811 0.091 -0.050 -0.039 0.35
H -1.442153 0.700624 1.654544 0.020 -0.033 -0.082 0.33
H -2.014594 -0.982587 1.772088 -0.013 0.044 -0.049 0.33
```
Positions in Å, forces in eV/Å.

=====

[2]
Formula: C4H10N2O
Source: OMol25
Level of theory: the ωB97M-V functional and the def2-TZVPD basis

Output
Kohn-Sham gap: 9.9 eV
LUMO energy: 1.0 eV
SMILES: NCNCCC=O
E_HOMO: -8.884 eV

XYZ file:
```
17
Properties=species:S:1:pos:R:3:forces:R:3:mulliken_charge:R:1
N 1.776398 0.004958 1.098758 0.209 0.234 -0.419 -0.54
C 1.919780 -0.648901 -0.205328 0.620 -0.447 0.518 -0.52
N 0.671053 -0.631297 -0.926848 -0.163 0.257 -0.037 -0.29
C -0.516174 -1.079901 -0.204688 -0.122 -0.304 0.596 -0.72
C -1.690467 -0.188563 -0.594987 0.497 -0.118 -0.981 -0.61
C -1.437753 1.235700 -0.186215 -0.230 0.410 0.471 0.05
O -1.058651 1.547532 0.913282 0.144 -0.079 0.102 -0.48
H 2.715729 0.208050 1.425864 -0.078 -0.117 0.217 0.27
H 1.348916 0.915304 0.945862 -0.131 -0.024 0.076 0.14
H 2.699048 -0.175448 -0.811128 -0.216 0.129 -0.314 0.33
H 2.305532 -1.664821 -0.005756 -0.211 -0.014 0.050 0.33
H 0.768055 -1.126459 -1.802441 0.018 0.095 -0.024 0.21
H -0.340112 -0.987439 0.866595 0.105 0.101 -0.045 0.48
H -0.738542 -2.142788 -0.372432 -0.095 0.134 -0.151 0.36
H -2.662850 -0.518617 -0.240815 -0.084 -0.085 0.355 0.39
H -1.742544 -0.208938 -1.683795 -0.210 0.052 -0.172 0.26
H -1.642909 2.052149 -0.904451 -0.054 -0.223 -0.243 0.34
```
Positions in Å, forces in eV/Å.

=====

[3]
Formula: C4H10N2O
Source: OMol25
Level of theory: the ωB97M-V functional and the def2-TZVPD basis

Output
Kohn-Sham gap: 10.0 eV
LUMO energy: 1.0 eV
SMILES: NCNCCC=O
E_HOMO: -8.947 eV

XYZ file:
```
17
Properties=species:S:1:pos:R:3:forces:R:3:mulliken_charge:R:1
N 0.271237 1.617209 -1.704904 0.024 -0.090 0.070 -0.62
C 0.321876 0.155809 -1.886020 0.165 0.402 0.313 -0.44
N -0.422650 -0.494476 -0.813877 -0.010 0.432 -0.660 -0.48
C 0.408664 -0.948526 0.301168 -0.164 -0.296 -0.230 -0.31
C -0.442763 -0.985012 1.556386 -0.742 -0.474 -0.375 -0.85
C -0.681309 0.371356 2.158218 0.049 0.040 0.013 0.04
O 0.037036 1.318680 1.969654 -0.005 0.058 -0.040 -0.46
H 0.588743 1.858224 -0.769683 0.025 -0.059 0.008 0.21
H 0.900977 2.082254 -2.349185 -0.085 0.012 -0.081 0.22
H -0.108382 -0.057410 -2.866146 0.005 -0.143 0.057 0.31
H 1.351499 -0.208373 -1.853850 0.043 -0.290 -0.158 0.35
H -1.101652 0.209309 -0.542263 -0.092 -0.198 0.339 0.28
H 1.302411 -0.337171 0.412341 0.114 0.200 0.292 0.37
H 0.736980 -1.956354 0.041393 0.104 -0.065 0.210 0.29
H -0.151408 -1.712939 2.320599 0.470 0.296 0.061 0.40
H -1.418403 -1.401054 1.251164 0.035 0.268 0.064 0.34
H -1.592855 0.488473 2.775006 0.062 -0.094 0.117 0.35
```
Positions in Å, forces in eV/Å.

=====

[4]
Formula: C4H10N2O
Source: OMol25
Level of theory: the ωB97M-V functional and the def2-TZVPD basis

Output
Kohn-Sham gap: 8.2 eV
LUMO energy: 0.8 eV
SMILES: C/C(CN)=C(\N)O
E_HOMO: -7.448 eV

XYZ file:
```
17
Properties=species:S:1:pos:R:3:forces:R:3:mulliken_charge:R:1
C 0.443018 1.467901 0.436933 -0.137 -0.119 0.382 -1.52
C -0.012822 0.087491 0.044603 -0.536 0.122 0.062 0.33
C 1.030838 -0.898019 -0.431747 -0.160 -0.492 -0.396 -0.33
N 2.410178 -0.430919 -0.313477 0.282 0.295 -0.029 -0.66
C -1.306182 -0.286279 0.073673 2.602 -0.246 -0.494 0.65
N -2.359382 0.408021 0.589753 -1.320 1.058 1.051 -0.68
O -1.682532 -1.475339 -0.482107 -0.648 -0.222 -0.287 -0.54
H 0.956838 1.942351 -0.407477 0.052 -0.031 0.194 0.29
H -0.382442 2.135561 0.700633 0.012 -0.127 -0.077 0.38
H 1.124218 1.431011 1.291903 0.095 0.127 -0.174 0.30
H 0.947518 -1.810369 0.172453 0.003 0.077 -0.212 0.32
H 0.843508 -1.172149 -1.476127 -0.364 -0.230 0.021 0.23
H 2.578798 0.261821 -1.040507 0.112 -0.080 0.208 0.21
H 3.031848 -1.209739 -0.524957 -0.141 0.229 0.095 0.24
H -2.054822 1.035301 1.332653 -0.292 -0.062 -0.342 0.22
H -3.053632 -0.231919 0.970993 0.158 0.216 -0.038 0.23
H -2.514942 -1.254729 -0.937197 0.282 -0.515 0.036 0.33
```
Positions in Å, forces in eV/Å.

=====

[5]
Formula: C4H10N2O
Source: OMol25
Level of theory: the ωB97M-V functional and the def2-TZVPD basis

Output
Kohn-Sham gap (spin up / spin down): 9.3 / 9.3 eV
LUMO energy (spin up / spin down): 0.7 / 0.7 eV
SMILES: C=[N+]([O-])NC(C)C
E_HOMO (spin up / spin down): -8.595 / -8.594 eV

XYZ file:
```
17
Properties=species:S:1:pos:R:3:forces:R:3:mulliken_charge:R:1
C -0.944444 1.918545 2.369839 -0.923 -1.089 -2.154 -0.30
N -0.358087 0.960838 1.684832 4.398 -0.622 3.935 0.25
O 0.816537 0.225383 2.390857 -3.891 2.463 -2.069 -0.63
N -0.450740 0.587565 0.391982 -4.096 2.575 1.054 -0.34
C 0.604952 -0.042475 -0.222314 2.075 -1.606 1.243 0.74
C 0.639265 0.280537 -1.620253 -1.845 0.662 -1.800 -1.84
C 0.571028 -1.517238 0.033757 -1.009 -1.206 0.173 -1.29
H -0.801241 2.234583 3.399256 0.722 -1.003 -0.268 0.29
H -1.798478 2.388188 1.886271 0.207 0.097 -0.254 0.20
H -1.171612 1.022308 -0.228754 0.862 -0.232 1.389 0.32
H 1.501379 0.294579 0.233395 0.990 0.552 0.508 0.38
H -0.313073 0.077816 -2.091214 -0.658 -0.228 -0.192 0.44
H 0.835317 1.290464 -1.866237 0.500 1.216 0.022 0.39
H 1.290909 -0.336844 -2.128471 1.687 -1.159 -1.055 0.46
H -0.487178 -1.863548 -0.238716 1.520 0.006 0.202 0.24
H 0.735905 -1.699780 1.136586 -0.025 -0.002 -1.446 0.36
H 1.341717 -1.944036 -0.640874 -0.513 -0.425 0.711 0.34
```
Positions in Å, forces in eV/Å.

=====

[6]
Formula: C4H10N2O
Source: OMol25
Level of theory: the ωB97M-V functional and the def2-TZVPD basis

Output
Kohn-Sham gap: 9.9 eV
LUMO energy: 0.8 eV
SMILES: NCCNCC=O
E_HOMO: -9.055 eV

XYZ file:
```
17
Properties=species:S:1:pos:R:3:forces:R:3:mulliken_charge:R:1
N -1.660147 -1.684920 -0.036268 -0.198 -0.440 -1.902 -0.46
C -1.579792 -0.574531 0.815509 0.852 0.258 3.751 -0.65
C -0.435835 0.449969 0.522174 -3.496 1.525 -2.484 -0.25
N 0.878168 -0.002031 0.737895 3.010 3.863 -0.610 -0.42
C 1.937664 0.388053 -0.374829 -0.671 -0.006 0.312 -0.32
C 1.386906 1.548568 -1.213891 0.341 -1.357 -4.882 0.03
O 1.254587 1.518521 -2.490254 0.533 0.235 5.511 -0.52
H -2.599091 -1.924105 -0.309402 0.255 -0.243 0.003 0.19
H -1.074112 -2.474250 0.135760 0.005 -0.258 0.228 0.17
H -2.591438 -0.098679 0.831391 1.100 0.044 0.128 0.45
H -1.339170 -0.978300 1.884949 -0.719 0.942 -1.158 0.25
H -0.651588 0.581867 -0.602369 0.429 0.279 1.152 0.25
H -0.716144 1.487342 0.996851 0.837 -1.969 -0.473 0.17
H 1.020924 -0.928701 0.662158 -0.461 -3.978 0.369 0.23
H 2.035428 -0.568185 -1.024063 0.433 1.883 0.924 0.28
H 2.940530 0.821755 0.086059 -1.944 -1.310 -0.779 0.24
H 1.193112 2.437629 -0.621671 -0.305 0.533 -0.089 0.37
```
Positions in Å, forces in eV/Å.

=====

[7]
Formula: C4H10N2O
Source: OMol25
Level of theory: the ωB97M-V functional and the def2-TZVPD basis

Output
Kohn-Sham gap: 10.1 eV
LUMO energy: 0.7 eV
SMILES: NCCCC(N)=O
E_HOMO: -9.435 eV

XYZ file:
```
17
Properties=species:S:1:pos:R:3:forces:R:3:mulliken_charge:R:1
N -0.491753 0.591401 2.599295 1.591 0.305 -0.807 -0.58
C 0.693933 0.078444 1.868494 1.438 1.915 1.404 -0.83
C 0.714363 0.387475 0.374862 2.542 0.712 0.857 -0.53
C -0.167277 -0.439177 -0.444860 -0.851 -2.430 -1.522 -0.47
C -0.538889 0.198023 -1.845265 1.086 0.377 0.981 0.47
N -0.419632 -0.766005 -2.894808 -1.163 -1.242 1.962 -0.46
O -0.709763 1.430944 -1.919424 0.170 -3.457 -0.780 -0.58
H -1.301392 0.105317 2.231533 -0.320 0.717 -0.092 0.26
H -0.408134 1.590362 2.324925 -1.339 -0.858 0.455 0.28
H 0.850096 -0.938208 2.041831 -0.241 -2.014 0.204 0.44
H 1.607200 0.504816 2.452174 -1.331 -0.248 -1.384 0.28
H 1.791775 0.344802 -0.016489 -1.348 -0.275 0.466 0.27
H 0.470279 1.392528 0.213804 -0.500 1.798 0.057 0.38
H -1.100392 -0.825005 0.033088 0.402 0.805 -0.068 0.30
H 0.438322 -1.370992 -0.535737 -0.750 0.206 -0.772 0.23
H -0.734136 -0.461708 -3.786829 -0.305 0.315 -0.724 0.27
H -0.694598 -1.823018 -2.696594 0.919 3.374 -0.236 0.26
```
Positions in Å, forces in eV/Å.

=====

| no. | largest force on an atom (eV/A) | total energy (eV) |
| --- | --- | --- |
| 1 | 1.40 | -9334.347 |
| 2 | 1.11 | -9337.055 |
| 3 | 0.96 | -9337.078 |
| 4 | 2.66 | -9337.095 |
| 5 | 5.93 | -9332.717 |
| 6 | 5.54 | -9335.224 |
| 7 | 3.55 | -9337.263 |